(1)
{"formula": "C18H12FN6O8S2", "method": "ωB97M-V with the def2-TZVPD basis set", "e_tot_ev": -68561.209, "e_homo_ev": -4.335, "total_charge": -1, "largest_force_ha_per_bohr": 0.0629, "gap_ev": 4.88, "species": ["F", "C", "S", "C", "C", "C", "C", "C", "C", "O", "O", "S", "C", "C", "C", "C", "C", "C", "O", "O", "H", "H", "H", "H", "H", "H", "H", "H", "H", "H", "O", "N", "O", "C", "C", "C", "N", "O", "O", "C", "N", "N", "N", "N", "C", "H", "H"], "coordinates": [[0.717658, 1.967735, -0.882304], [0.089870, 0.827044, -0.577072], [-0.385882, 0.727827, 1.163840], [-1.837332, 1.767667, 1.390489], [-3.099963, 1.175872, 1.455291], [-4.230348, 1.982332, 1.590009], [-4.094130, 3.371109, 1.660216], [-2.827996, 3.958264, 1.585572], [-1.692172, 3.155483, 1.464272], [-0.819614, -0.634573, 1.404567], [0.705590, 1.317700, 1.905340], [-1.172840, 0.424583, -1.763757], [-0.404953, 0.832717, -3.328374], [-0.547427, 2.109146, -3.879893], [0.096363, 2.406444, -5.083026], [0.867076, 1.430883, -5.722689], [1.005081, 0.157984, -5.161970], [0.361701, -0.144935, -3.962311], [-1.408521, -1.002933, -1.754103], [-2.270468, 1.363465, -1.614028], [-3.184395, 0.092016, 1.407861], [-5.212758, 1.510324, 1.634762], [-4.980399, 3.998068, 1.759312], [-2.713084, 5.042834, 1.619399], [-0.696081, 3.593346, 1.426953], [-1.150404, 2.854518, -3.365014], [-0.010523, 3.404017, -5.512229], [1.358713, 1.661589, -6.667518], [1.608019, -0.610888, -5.645752], [0.448554, -1.126355, -3.500934], [1.584510, -4.976946, 4.915056], [2.273469, -4.002569, 4.579814], [3.139210, -3.489454, 5.328603], [2.115991, -3.382252, 3.266115], [2.909126, -2.308060, 2.894573], [2.744740, -1.710689, 1.622244], [3.579704, -0.630322, 1.163762], [4.554098, -0.268638, 1.855428], [3.282664, -0.117537, 0.060430], [1.782225, -2.166739, 0.730140], [1.063746, -3.268906, 1.093373], [0.115047, -3.926101, 0.352821], [-0.341185, -4.890851, 1.108558], [0.261674, -4.915139, 2.328107], [1.152489, -3.903805, 2.328616], [3.658558, -1.919053, 3.574296], [1.604600, -1.736223, -0.248845]], "forces_ev_per_angstrom": [[0.4, 1.9, -0.4], [-0.5, -2.9, 1.4], [-0.1, 0.3, -2.7], [-0.1, 0.0, 0.5], [0.0, 0.2, 0.0], [0.3, 0.0, 0.0], [0.1, -0.1, -0.1], [0.1, -0.2, 0.0], [-0.1, -0.2, -0.1], [0.2, 0.1, 0.3], [-0.1, -0.1, 0.2], [0.6, 0.7, 1.1], [0.3, 0.1, -0.2], [0.2, -0.2, 0.0], [-0.1, -0.2, 0.1], [-0.1, 0.0, 0.1], [-0.2, 0.1, 0.1], [0.0, 0.3, 0.0], [-0.2, 0.3, -0.1], [-0.5, -0.3, -0.6], [0.0, 0.2, 0.0], [0.2, 0.2, 0.0], [0.2, -0.1, 0.0], [-0.1, -0.3, 0.0], [-0.2, -0.1, 0.0], [0.1, -0.2, -0.1], [0.1, -0.3, 0.1], [-0.1, 0.0, 0.2], [-0.1, 0.3, 0.0], [0.0, 0.2, -0.1], [1.0, 1.8, -1.1], [0.7, -0.4, 2.2], [-1.4, -0.8, -1.4], [-0.1, 0.3, -0.9], [-0.4, -0.6, 0.3], [-1.3, -1.1, -0.5], [1.2, 2.3, -1.5], [-1.8, -0.9, -0.8], [0.7, -1.2, 2.4], [0.3, -0.3, 0.4], [-0.1, -0.4, 0.8], [-0.2, -0.6, 0.8], [1.5, 1.7, -0.1], [0.7, 0.9, -0.3], [-0.8, -0.5, -0.4], [-0.1, -0.1, -0.1], [-0.1, 0.1, 0.1]]}

=====

(2)
{"formula": "C18H12N6OsS3Sb", "method": "ωB97M-V with the def2-TZVPD basis set", "e_tot_ev": -69293.448, "e_homo_ev": [-12.009, -14.179], "total_charge": 2, "spin_multiplicity": 6, "largest_force_ha_per_bohr": 0.0106, "gap_ev": [3.87, 4.82], "species": ["Os", "C", "C", "N", "C", "C", "N", "C", "C", "C", "C", "C", "N", "C", "C", "N", "C", "C", "N", "C", "C", "C", "N", "C", "C", "H", "H", "H", "H", "H", "H", "H", "H", "H", "H", "H", "H", "S", "Sb", "S", "S"], "coordinates": [[-2.023916, 1.194012, 1.085181], [-1.543722, -1.534412, 4.583386], [-2.081004, -0.607909, 3.730002], [-1.478501, -0.269183, 2.565952], [-0.335316, -0.941025, 2.272911], [0.184580, -1.879831, 3.178096], [-0.391212, -2.171759, 4.318582], [0.244686, -0.630976, 1.003261], [1.358309, -1.202149, 0.460410], [1.829122, -0.844596, -0.819781], [1.080511, 0.124564, -1.520859], [-0.033150, 0.699565, -0.984521], [-0.462032, 0.343178, 0.295211], [-0.879263, 1.664045, -1.617811], [-0.663788, 2.189128, -2.901568], [-1.477246, 3.043659, -3.472825], [-2.567634, 3.387937, -2.768949], [-2.811060, 2.901992, -1.511600], [-1.961683, 2.048291, -0.894415], [3.035298, -1.461658, -1.402196], [3.495134, -1.109138, -2.669747], [4.634645, -1.716576, -3.173467], [5.335812, -2.635754, -2.512119], [4.897065, -2.972904, -1.300551], [3.769658, -2.423360, -0.710522], [-2.048596, -1.778987, 5.508283], [-3.026360, -0.154301, 3.977864], [1.104901, -2.401586, 2.948540], [1.878243, -1.948235, 1.038741], [1.381129, 0.427895, -2.510369], [0.209241, 1.892803, -3.468831], [-3.265230, 4.073073, -3.231777], [-3.720125, 3.185652, -1.008071], [2.995817, -0.373965, -3.284168], [5.001141, -1.450479, -4.157276], [5.475320, -3.721067, -0.772489], [3.494739, -2.763211, 0.277452], [-7.224903, 1.486438, 2.012654], [-6.223254, 3.140482, 2.971914], [-3.471545, 2.047526, 3.046523], [-3.715811, 3.142824, 1.418949]], "forces_ev_per_angstrom": [[0.0, -0.1, -0.1], [0.1, -0.1, 0.0], [-0.1, 0.0, -0.1], [-0.1, 0.0, 0.1], [-0.1, 0.1, 0.0], [0.0, -0.1, 0.2], [0.0, 0.1, -0.1], [0.0, 0.1, -0.2], [0.1, 0.0, -0.1], [0.1, 0.0, 0.0], [0.1, -0.1, 0.0], [0.0, -0.1, 0.1], [-0.1, 0.3, 0.2], [0.0, 0.0, 0.1], [0.0, 0.1, -0.1], [0.0, -0.1, 0.1], [0.1, 0.0, -0.1], [-0.1, -0.1, 0.1], [-0.1, 0.0, 0.0], [-0.2, 0.1, 0.1], [0.0, 0.0, -0.1], [0.1, -0.1, 0.0], [-0.2, 0.1, 0.1], [0.1, 0.0, -0.1], [0.1, -0.1, 0.0], [0.0, 0.0, 0.0], [0.0, 0.0, 0.0], [0.0, 0.0, 0.0], [0.0, 0.0, 0.0], [0.0, 0.0, 0.0], [0.0, 0.0, 0.0], [0.0, 0.0, 0.0], [0.0, 0.0, 0.0], [0.0, 0.0, 0.0], [0.0, 0.0, 0.0], [0.0, 0.0, 0.0], [0.0, 0.0, 0.0], [0.1, 0.4, 0.2], [-0.3, -0.4, -0.2], [0.2, 0.0, 0.0], [0.2, 0.0, -0.1]]}

=====

(3)
{"formula": "C18H13F3N6O", "method": "ωB97M-V with the def2-TZVPD basis set", "e_tot_ev": -38013.458, "e_homo_ev": -8.935, "total_charge": 0, "largest_force_ha_per_bohr": 0.1032, "gap_ev": 8.62, "species": ["C", "N", "N", "C", "C", "C", "N", "C", "C", "C", "C", "F", "F", "F", "C", "N", "C", "C", "O", "C", "C", "C", "C", "C", "C", "N", "N", "C", "H", "H", "H", "H", "H", "H", "H", "H", "H", "H", "H", "H", "H"], "coordinates": [[1.933537, 1.907244, -1.766713], [1.535136, 0.970075, -0.769360], [2.101509, 0.866620, 0.532776], [1.717494, -0.374578, 0.968767], [1.980104, -0.673255, 2.301679], [2.945564, -1.682379, 2.411346], [3.249376, -2.324764, 3.541491], [2.649748, -1.860180, 4.654796], [1.677329, -0.856082, 4.622169], [1.284424, -0.166514, 3.429836], [0.263285, 1.015743, 3.256566], [1.139660, 2.091753, 3.287408], [-0.695453, 1.080471, 4.203726], [-0.348951, 1.217372, 2.063867], [0.796071, -1.034515, 0.063058], [0.160864, -2.191003, 0.013948], [-0.407025, -2.552995, -1.223683], [-0.544306, -1.712269, -2.298117], [-1.213817, -2.058587, -3.373841], [-2.354213, -1.209981, -3.558119], [-2.621115, 0.011055, -2.601616], [-2.355998, 1.307944, -2.988800], [-2.477604, 2.338838, -2.149450], [-2.838490, 2.089149, -0.879385], [-2.964504, 0.800852, -0.402230], [-3.031994, -0.236780, -1.353689], [0.217904, -0.634243, -2.229775], [0.844974, -0.157116, -1.088080], [3.049100, 2.128964, -1.640337], [1.397327, 2.774204, -1.540488], [1.786206, 1.558254, -2.757024], [3.540369, -1.892073, 1.565039], [3.013425, -2.249832, 5.589615], [1.389109, -0.432475, 5.571537], [-1.002517, -3.447343, -1.242484], [-3.298108, -1.834296, -3.492112], [-2.176023, -0.803865, -4.587189], [-1.895759, 1.308321, -4.046874], [-2.350078, 3.456724, -2.468351], [-3.029026, 2.853841, -0.249933], [-3.067536, 0.607702, 0.630025]], "forces_ev_per_angstrom": [[3.0, 0.6, 1.4], [0.0, -2.3, 0.3], [-1.5, -2.8, -2.1], [-1.5, 4.2, -2.6], [0.1, -1.1, 2.7], [-0.5, 0.0, 2.3], [0.0, 0.8, 0.3], [-0.3, 0.5, -1.6], [-0.2, 1.8, -0.1], [0.4, -2.5, -0.7], [1.9, 0.7, -0.2], [-1.2, -0.2, 1.0], [1.1, 0.1, -0.5], [0.0, -1.3, 0.8], [1.4, 1.8, -1.8], [-0.6, -1.5, -2.6], [-0.5, 0.0, 4.2], [4.0, 0.9, 2.8], [-0.8, 0.4, -0.1], [-2.1, 1.2, -1.2], [0.1, -0.9, 1.3], [2.1, -1.9, -4.5], [-0.1, 4.1, -1.5], [0.1, -2.2, 1.0], [-0.7, -1.3, -4.3], [1.2, 0.5, 2.2], [0.7, 3.8, -0.4], [-2.2, -3.4, -0.2], [-1.5, -0.3, -0.2], [-0.7, 1.8, -0.3], [-0.5, -0.5, -0.7], [0.3, -0.6, -1.0], [-0.2, -0.2, 0.2], [-0.5, -0.2, 0.2], [0.2, -0.5, 0.4], [1.2, 0.5, -0.3], [-0.8, -0.3, 0.8], [-0.9, 0.9, 1.7], [-0.1, -2.4, 0.4], [-0.2, 2.5, 2.2], [-0.5, -0.6, 0.8]]}

=====

Which formula does entry 3 have?
C18H13F3N6O